1.
C22H27MnN2O2SSi2 as an isolated structure. Source: OMol25; level of theory: wB97M-V/def2-TZVPD.

## Properties
2S+1: 2
HOMO-LUMO gap (spin up / spin down) (eV): 7.7 / 8.2
Total charge: +1

Structure (XYZ):
```
57
Properties=species:S:1:pos:R:3:lowdin_spin:R:1
Mn 0.1928 -0.2949 -0.5619 1.04
C 3.9753 -3.4947 5.0229 0.00
C 3.8449 -2.7213 3.7421 0.00
C 3.9519 -3.3502 2.5067 0.00
C 3.8414 -2.6310 1.3237 0.00
C 3.6192 -1.2658 1.3815 0.00
C 3.5195 -0.6111 2.6045 0.00
C 3.6284 -1.3405 3.7720 0.00
S 3.4810 -0.3363 -0.1064 0.00
O 3.5177 -1.2653 -1.1992 0.00
O 4.4064 0.7574 -0.0631 0.00
N 1.9548 0.2694 -0.0183 0.00
C 1.6507 1.6273 -0.0329 0.01
C 2.4041 2.7779 0.1670 0.00
C 1.7446 3.9866 0.0447 0.01
C 0.3916 4.0468 -0.2719 0.00
C -0.2867 2.8621 -0.4405 0.00
N 0.3257 1.6816 -0.3039 -0.01
H 4.1022 -4.5588 4.8335 0.00
H 3.0943 -3.3615 5.6522 0.00
H 4.8370 -3.1470 5.5945 0.00
H 4.1350 -4.4166 2.4648 0.00
H 3.9411 -3.1219 0.3647 0.00
H 3.3635 0.4602 2.6426 0.00
H 3.5550 -0.8350 4.7274 0.00
H 3.4572 2.7192 0.3795 0.00
H 2.2993 4.9045 0.1902 0.00
H -0.1201 4.9906 -0.3838 0.00
H -1.3402 2.8434 -0.6860 0.00
C -2.8770 1.0009 1.0296 0.00
Si -2.1555 -0.3348 -0.0336 -0.03
C -1.8401 0.1116 -1.8735 -0.01
C -3.0770 -1.9518 0.0402 -0.01
C -4.4276 -2.2607 -0.1301 0.00
C -4.8372 -3.5802 -0.0461 0.00
C -3.9177 -4.5963 0.2162 0.00
C -2.5784 -4.3023 0.4023 0.00
C -2.1534 -2.9754 0.3094 -0.01
Si -0.4920 -2.1967 0.5842 0.00
C 0.7053 -2.4530 -0.9167 0.01
C 0.3165 -2.6010 2.1959 0.00
H -3.8855 1.2494 0.6889 0.00
H -2.2951 1.9173 1.0848 0.00
H -2.9749 0.6006 2.0414 0.00
H -2.7962 -0.1734 -2.3236 0.00
H -1.1223 -0.4985 -2.4430 0.00
H -1.6616 1.1571 -2.1059 0.00
H -5.1590 -1.4856 -0.3270 0.00
H -5.8812 -3.8312 -0.1807 0.00
H -4.2606 -5.6205 0.2820 0.00
H -1.8793 -5.1009 0.6210 0.00
H 0.2559 -3.4156 -1.1890 0.00
H 1.7498 -2.5971 -0.6595 0.00
H 0.7009 -1.9060 -1.8744 0.00
H 0.4749 -3.6810 2.2612 0.00
H -0.3339 -2.3135 3.0240 0.00
H 1.2798 -2.1036 2.3094 0.00
```

---

2.
C22H27N3O3STi as an isolated structure. Source: OMol25; level of theory: wB97M-V/def2-TZVPD.

## Properties
2S+1: 3
Energy above the lowest of the compared OMol25 structures with the same formula, charge and spin (eV): 0.000
HOMO-LUMO gap (spin up / spin down) (eV): 2.9 / 5.1
Total charge: -2

Structure (XYZ):
```
57
Properties=species:S:1:pos:R:3:lowdin_spin:R:1
Ti 0.2738 -0.4153 -0.2422 0.89
C 4.1268 1.3557 0.4817 0.03
C 2.6945 1.0693 0.8324 0.16
O 1.9756 0.5975 -0.1712 0.08
C 2.1911 1.3006 2.0837 0.00
C 0.8513 1.0845 2.5151 0.20
C 0.4223 1.5103 3.8839 0.04
N -0.0456 0.4868 1.7104 0.00
N -1.3035 0.4008 2.1883 -0.04
C -2.0899 -0.2210 1.3226 0.14
O -1.6201 -0.6716 0.1681 0.06
C -3.4855 -0.3985 1.6349 0.05
C -4.0523 0.0459 2.8514 0.06
C -5.3944 -0.1381 3.1169 0.01
C -6.2356 -0.7679 2.1950 0.09
C -5.6857 -1.2107 0.9914 0.01
C -4.3433 -1.0340 0.7110 0.06
H 4.6366 0.4360 0.1767 0.01
H 4.6711 1.8020 1.3166 0.00
H 4.1769 2.0390 -0.3759 0.01
H 2.8731 1.7142 2.8209 -0.01
H 1.2676 1.9249 4.4385 0.00
H -0.0040 0.6695 4.4429 0.01
H -0.3791 2.2571 3.8416 0.01
H -3.4061 0.5346 3.5685 0.01
H -5.7983 0.2150 4.0614 0.00
H -7.2887 -0.9085 2.4109 0.01
H -6.3162 -1.7030 0.2573 0.00
H -3.9167 -1.3768 -0.2220 0.00
C 1.2014 3.7737 -0.2009 0.00
C 0.0241 3.7380 -1.1575 0.02
S -0.3488 2.0581 -1.7397 0.06
O -1.5765 2.2211 -2.5813 0.00
C 1.0651 1.8847 -2.9005 0.01
C 0.5668 1.5335 -4.2903 0.00
H 1.3389 4.7804 0.2011 0.00
H 2.1303 3.4731 -0.6884 0.00
H 1.0485 3.0865 0.6313 0.00
H 0.1535 4.3495 -2.0546 0.00
H -0.9002 4.0439 -0.6650 0.00
H 1.6987 1.1007 -2.4854 0.01
H 1.6305 2.8192 -2.8945 0.00
H 0.0561 0.5710 -4.2811 0.00
H 1.4202 1.4630 -4.9690 0.00
H -0.1348 2.2758 -4.6673 0.00
N 0.8224 -1.9502 -1.0226 -0.01
C 1.2928 -3.1684 -1.2531 0.00
C 1.9866 -3.9434 -0.2701 0.00
C 2.4888 -5.2017 -0.5382 0.00
C 2.3505 -5.8002 -1.7922 0.00
C 1.6750 -5.0753 -2.7767 0.00
C 1.1661 -3.8171 -2.5245 0.00
H 2.1131 -3.5103 0.7162 0.00
H 3.0063 -5.7363 0.2549 0.00
H 2.7467 -6.7892 -1.9921 0.00
H 1.5405 -5.5058 -3.7662 0.00
H 0.6413 -3.2728 -3.3029 0.00
```

---

3.
One molecule with the formula C22H27N3O6S. Source: OMol25; level of theory: wB97M-V/def2-TZVPD.

## Properties
Energy above the lowest of the compared OMol25 structures with the same formula, charge and spin (eV): 2.994
Structure (SMILES): [H]/N=C1/C(c2nc(C)cs2)=C(O)CN1c1ccc2c(c1)OCCOCCOCCOCCO2
HOMO-LUMO gap (eV): 8.4
Total charge: 0

Structure (XYZ):
```
59
Properties=species:S:1:pos:R:3:lowdin_charge:R:1
H 0.6596 -2.1886 1.4761 0.04
N 1.6056 -2.2225 1.8388 0.13
C 2.2738 -1.1528 1.7443 -0.36
C 3.6703 -1.0679 2.1569 -0.12
C 4.4321 -2.0987 2.7786 -0.51
N 5.6799 -1.9262 3.1160 0.06
C 6.2047 -3.0369 3.6947 -0.44
C 7.6238 -3.0272 4.1503 -0.04
C 5.3291 -4.0756 3.7955 -0.36
S 3.7824 -3.6657 3.1447 1.08
C 4.1632 0.1549 1.8465 -0.23
O 5.3974 0.5953 2.0582 0.11
C 3.1024 0.9721 1.1785 -0.04
N 1.9494 0.0955 1.2292 0.00
C 0.6746 0.5432 0.8745 -0.20
C -0.4556 0.1265 1.5682 -0.02
C -1.7115 0.5871 1.2113 -0.01
C -1.8832 1.4890 0.1699 -0.20
C -0.7389 1.9161 -0.5332 -0.19
C 0.5107 1.4457 -0.1746 0.08
O -0.8060 2.8490 -1.5405 -0.02
C -1.5420 2.4617 -2.6866 -0.15
C -0.6959 1.6058 -3.6441 -0.17
O -0.4491 0.2851 -3.2196 -0.13
C -1.4542 -0.6723 -3.4596 -0.17
C -2.3218 -0.9885 -2.2279 -0.16
O -3.3295 -0.0394 -1.9701 -0.18
C -4.5248 -0.1990 -2.6986 -0.17
C -5.3887 1.0619 -2.5606 -0.17
O -6.0410 1.1838 -1.3182 -0.13
C -5.4727 2.0559 -0.3703 -0.16
C -4.2564 1.4958 0.3817 -0.16
O -3.0836 2.0201 -0.2016 -0.05
H 7.8841 -3.9831 4.5953 0.07
H 7.7734 -2.2367 4.8839 0.08
H 8.2844 -2.8318 3.3072 0.08
H 5.5066 -5.0464 4.2107 0.06
H 5.8894 -0.1429 2.4935 0.10
H 3.3967 1.2084 0.1484 0.14
H 2.9106 1.9160 1.7010 0.15
H -0.3605 -0.5358 2.4143 0.11
H -2.5601 0.2500 1.7844 0.11
H 1.3559 1.7967 -0.7431 0.13
H -1.8082 3.3937 -3.1932 0.13
H -2.4461 1.9220 -2.3991 0.10
H 0.2949 2.0603 -3.7347 0.13
H -1.1793 1.6041 -4.6328 0.12
H -2.0876 -0.3630 -4.3019 0.12
H -0.9274 -1.5920 -3.7387 0.13
H -2.7638 -1.9869 -2.3459 0.13
H -1.6754 -0.9820 -1.3459 0.13
H -4.3154 -0.3558 -3.7662 0.12
H -5.0836 -1.0684 -2.3218 0.14
H -4.7714 1.9451 -2.7612 0.13
H -6.1835 1.0018 -3.3131 0.13
H -5.1794 3.0047 -0.8392 0.13
H -6.2816 2.2431 0.3400 0.13
H -4.2675 0.4027 0.3112 0.13
H -4.3090 1.7930 1.4383 0.13
```

---

4.
One molecule with the formula C22H27N5O3. Source: OMol25; level of theory: wB97M-V/def2-TZVPD.

## Properties
Energy above the lowest of the compared OMol25 structures with the same formula, charge and spin (eV): 0.597
Structure (SMILES): CCN1CCN(C(=O)CCc2nnc(CCc3c[nH]c4ccccc34)o2)[C@@H](C)C1=O
HOMO-LUMO gap (eV): 8.6
Total charge: 0

Structure (XYZ):
```
57
Properties=species:S:1:pos:R:3:lowdin_charge:R:1
C -3.4188 -3.0802 -0.7679 -0.08
C -3.6021 -2.4576 0.6117 -0.19
N -3.2060 -1.0624 0.6328 -0.04
C -3.9303 -0.1553 -0.2310 -0.12
C -3.8229 1.2574 0.3227 -0.10
N -2.4198 1.6042 0.3638 -0.02
C -1.9674 2.5770 -0.4594 -0.46
O -2.7277 3.2407 -1.1393 0.06
C -0.4670 2.8254 -0.5433 -0.07
C 0.0654 2.1562 -1.8226 -0.07
C -0.0545 0.6797 -1.7722 -0.32
N -1.1255 -0.0431 -1.8093 0.12
N -0.7365 -1.3357 -1.7209 0.12
C 0.5526 -1.3411 -1.6376 -0.33
C 1.4606 -2.4971 -1.4895 -0.08
C 1.8126 -2.7114 -0.0016 -0.11
C 2.2434 -1.4389 0.6498 -0.19
C 1.5674 -0.7892 1.6404 -0.04
N 2.2015 0.3845 1.9523 0.09
C 3.3154 0.5076 1.1717 -0.21
C 4.2685 1.5158 1.1164 -0.03
C 5.2957 1.3747 0.2084 -0.10
C 5.3777 0.2552 -0.6236 -0.10
C 4.4348 -0.7466 -0.5745 -0.03
C 3.3777 -0.6294 0.3278 -0.13
O 1.0525 -0.0861 -1.6662 0.15
C -1.6361 0.7612 1.2338 -0.24
C -1.5753 1.3486 2.6515 -0.01
C -2.1232 -0.6947 1.3253 -0.41
O -1.5006 -1.4598 2.0479 0.03
H -3.5386 -4.1581 -0.7012 0.07
H -4.1515 -2.6943 -1.4720 0.07
H -2.4245 -2.8511 -1.1440 0.04
H -4.6482 -2.5289 0.9309 0.12
H -2.9735 -2.9693 1.3427 0.11
H -4.9743 -0.4770 -0.2677 0.13
H -3.5024 -0.1770 -1.2395 0.11
H -4.3262 1.9746 -0.3265 0.13
H -4.2477 1.3090 1.3308 0.13
H -0.3292 3.9028 -0.6471 0.13
H 0.0849 2.4866 0.3306 0.10
H -0.5175 2.5280 -2.6678 0.13
H 1.1181 2.4058 -1.9652 0.13
H 0.9714 -3.3843 -1.8900 0.12
H 2.3691 -2.2884 -2.0554 0.12
H 0.9326 -3.0870 0.5229 0.12
H 2.6039 -3.4621 0.0580 0.12
H 0.6638 -1.0898 2.1366 0.10
H 1.9311 1.0125 2.6897 0.15
H 4.2066 2.3772 1.7660 0.11
H 6.0551 2.1396 0.1389 0.10
H 6.2029 0.1796 -1.3168 0.10
H 4.5194 -1.6111 -1.2167 0.11
H -0.6144 0.6698 0.8518 0.12
H -2.5793 1.4985 3.0412 0.08
H -1.0621 2.3078 2.6442 0.08
H -1.0519 0.6584 3.3075 0.08
```

---

Which of these has the lowest total charge? C22H27N3O3STi